ORCA calculation (ωB97M-V/def2-TZVPD) on C43H56BrClN5O4P2W as an isolated structure in a non-equilibrium geometry.

Last column: Löwdin charge in e.
CARTESIAN COORDINATES (ANGSTROEM)
W -0.31 -1.61 -0.53  1.546
C 2.79 -3.51 6.57  -0.058
C 2.75 -4.23 5.22  -0.553
C 2.40 -5.70 5.47  -0.052
C 4.13 -4.14 4.56  -0.038
C 1.74 -3.58 4.27  -0.156
C 1.19 -4.30 3.21  -0.069
C 0.37 -3.67 2.31  -0.571
Br -0.45 -4.71 0.95  0.886
C 0.07 -2.31 2.39  -0.340
O -0.63 -1.73 1.38  -0.309
C 0.49 -1.59 3.53  -0.081
C 1.34 -2.26 4.41  0.033
C 0.07 -0.15 3.82  -0.503
C 0.75 0.80 2.83  -0.033
C 0.49 0.27 5.23  -0.058
C -1.46 -0.01 3.76  -0.018
H 3.43 -4.06 7.26  0.087
H 1.80 -3.42 7.02  0.094
H 3.22 -2.50 6.48  0.080
H 3.09 -6.11 6.21  0.087
H 2.51 -6.31 4.57  0.075
H 1.39 -5.81 5.85  0.095
H 4.89 -4.58 5.21  0.089
H 4.40 -3.10 4.36  0.088
H 4.15 -4.68 3.61  0.073
H 1.41 -5.35 3.08  0.103
H 1.70 -1.71 5.27  0.087
H 1.83 0.76 2.93  0.102
H 0.43 1.83 3.03  0.057
H 0.51 0.55 1.80  0.032
H 1.58 0.33 5.33  0.089
H 0.11 -0.42 5.98  0.098
H 0.09 1.26 5.44  0.088
H -1.86 -0.19 2.76  0.071
H -1.75 1.00 4.07  0.075
H -1.94 -0.71 4.44  0.103
C -1.28 4.50 -0.72  -0.167
P -1.52 2.79 -1.22  1.122
C -0.13 2.50 -2.42  -0.282
N 0.47 3.64 -2.61  0.117
C 1.29 3.84 -3.67  -0.194
C 1.96 5.08 -3.85  0.004
C 2.66 5.27 -5.00  -0.046
C 2.72 4.27 -6.01  -0.043
C 2.10 3.07 -5.84  0.009
C 1.39 2.83 -4.63  -0.193
N 0.88 1.61 -4.36  0.107
C 0.19 1.37 -3.28  -0.309
P 0.10 -0.51 -2.98  1.034
C 1.85 -0.87 -3.35  -0.226
C -0.81 -1.26 -4.42  -0.690
C -2.30 -0.91 -4.30  -0.085
C -0.67 -2.79 -4.30  -0.093
C -0.28 -0.84 -5.79  -0.085
C -3.17 2.69 -2.03  -0.629
C -2.99 3.00 -3.53  -0.064
C -3.80 1.32 -1.83  -0.065
C -4.10 3.75 -1.43  -0.071
H -1.34 5.15 -1.58  0.068
H -0.30 4.62 -0.26  0.069
H -2.06 4.74 0.01  0.066
H 1.88 5.83 -3.08  0.120
H 3.18 6.21 -5.16  0.115
H 3.27 4.47 -6.91  0.115
H 2.14 2.28 -6.58  0.122
H 2.18 -0.35 -4.24  0.043
H 1.94 -1.94 -3.50  0.040
H 2.47 -0.58 -2.50  0.044
H -2.66 -1.04 -3.29  0.049
H -2.88 -1.58 -4.94  0.099
H -2.50 0.11 -4.64  0.073
H -1.12 -3.17 -3.38  0.064
H 0.37 -3.11 -4.35  0.070
H -1.20 -3.23 -5.15  0.097
H -0.22 0.24 -5.91  0.058
H -0.97 -1.22 -6.55  0.094
H 0.70 -1.27 -5.99  0.085
H -2.34 2.29 -4.03  0.061
H -2.59 4.00 -3.69  0.092
H -3.97 2.95 -4.01  0.102
H -3.15 0.50 -2.14  0.039
H -4.72 1.27 -2.41  0.108
H -4.07 1.15 -0.78  0.077
H -3.76 4.77 -1.61  0.083
H -4.24 3.61 -0.35  0.080
H -5.08 3.64 -1.90  0.103
O -1.96 -2.37 -1.24  -0.376
O -2.10 -0.99 -0.78  -0.474
Cl -3.54 4.52 5.14  0.706
C -2.91 3.73 3.75  -0.665
C -3.72 2.88 3.01  -0.084
C -3.21 2.24 1.89  -0.050
C -1.89 2.45 1.50  -0.300
C -1.34 1.77 0.28  -0.213
C -1.08 3.30 2.26  -0.087
C -1.59 3.94 3.38  -0.081
H -4.74 2.71 3.32  0.115
H -3.83 1.55 1.35  0.117
H -0.26 1.58 0.38  0.081
H -1.83 0.81 0.11  0.057
H -0.05 3.45 1.99  0.120
H -0.96 4.59 3.97  0.116
N 2.24 -4.67 -1.87  0.227
C 1.91 -3.55 -1.23  -0.493
O 0.76 -3.03 -1.53  -0.271
C 2.76 -2.97 -0.25  -0.203
C 3.88 -3.70 0.23  -0.209
N 4.76 -4.32 0.64  0.170
C 2.37 -1.72 0.20  -0.087
N 1.52 -0.91 -0.13  -0.053
H 1.51 -5.18 -2.35  0.130
H 3.08 -5.16 -1.62  0.119

Its spin multiplicity is 3. As for the molar mass: 1068.1 g mol⁻¹. The value obtained for the total energy is -164101.833 eV. Its energy above the lowest of the compared OMol25 structures with the same formula, charge and spin is 18.4 kcal per mole. As for the charge: +1. For the LUMO energy (alpha / beta), the calculation gives -3.57 / -3.59 eV.


ORCA calculation (ωB97M-V/def2-TZVPD) on C43H56CaFN9OSeSi2 as an isolated structure in a non-equilibrium geometry.

Last column: Löwdin charge in e.
CARTESIAN COORDINATES (ANGSTROEM)
Ca 0.52 -0.58 -0.41  1.330
N -0.58 -1.94 -2.05  -0.060
C 0.25 -2.53 -3.11  -0.228
C 1.30 -1.51 -3.52  -0.181
N 2.10 -1.05 -2.37  -0.222
C 2.72 0.24 -2.67  -0.182
C 3.28 0.93 -1.44  -0.218
N 2.26 0.98 -0.39  -0.077
C 3.07 -2.07 -1.94  -0.165
C 3.10 -2.22 -0.42  -0.242
N 1.74 -2.33 0.09  -0.104
H -1.29 -2.59 -1.74  0.101
H -1.05 -1.10 -2.40  0.055
H -0.32 -2.81 -4.00  0.118
H 0.71 -3.44 -2.72  0.105
H 0.78 -0.64 -3.92  0.108
H 1.94 -1.92 -4.31  0.132
H 1.94 0.89 -3.08  0.097
H 3.51 0.14 -3.43  0.132
H 3.63 1.93 -1.74  0.117
H 4.15 0.39 -1.06  0.105
H 1.52 1.63 -0.66  0.044
H 2.64 1.26 0.50  0.068
H 4.08 -1.83 -2.31  0.128
H 2.78 -3.03 -2.38  0.115
H 3.54 -1.33 0.02  0.064
H 3.72 -3.09 -0.18  0.120
H 1.72 -2.28 1.11  0.034
H 1.32 -3.23 -0.12  0.094
C -0.18 -3.39 5.10  -0.177
Si 0.26 -4.01 3.36  0.362
C 2.15 -3.89 3.26  -0.187
C -0.12 -5.87 3.26  -0.185
N -0.44 -3.06 2.13  -0.063
C -1.77 -2.86 2.01  -0.355
C -2.80 -3.55 2.71  -0.054
C -4.14 -3.29 2.54  -0.114
C -4.57 -2.30 1.66  -0.128
C -3.62 -1.58 0.96  -0.048
C -2.29 -1.88 1.14  -0.201
F -1.38 -1.12 0.40  -0.167
H 0.38 -3.90 5.88  0.020
H -1.25 -3.51 5.31  0.015
H 0.04 -2.32 5.17  0.014
H 2.58 -4.42 4.11  0.026
H 2.50 -2.85 3.33  -0.006
H 2.56 -4.34 2.35  0.016
H 0.51 -6.46 3.93  0.019
H 0.03 -6.24 2.24  0.020
H -1.16 -6.07 3.52  0.009
H -2.49 -4.32 3.41  0.073
H -4.87 -3.86 3.09  0.097
H -5.63 -2.09 1.53  0.089
H -3.90 -0.79 0.27  0.095
Se 1.72 2.84 7.73  1.122
N 2.90 1.90 6.82  -0.233
C 2.34 1.56 5.68  -0.339
C 2.99 0.77 4.66  -0.086
C 4.27 0.24 4.84  0.008
C 4.83 -0.51 3.84  -0.035
C 4.11 -0.68 2.66  -0.137
N 2.90 -0.18 2.46  0.122
C 2.32 0.53 3.44  -0.132
C 0.96 1.05 3.22  -0.128
N 0.38 0.84 2.03  0.121
C -0.85 1.30 1.84  -0.141
C -1.60 1.95 2.82  -0.014
C -1.01 2.18 4.03  0.019
C 0.30 1.75 4.24  -0.084
C 1.00 2.03 5.48  -0.336
N 0.49 2.73 6.46  -0.233
H 4.78 0.44 5.77  0.118
H 5.81 -0.96 3.95  0.109
H 4.53 -1.25 1.84  0.098
H -1.26 1.15 0.84  0.073
H -2.61 2.26 2.61  0.114
H -1.52 2.70 4.83  0.120
C -0.19 3.96 -0.51  -0.087
C -1.44 3.65 -1.34  -0.586
C -1.75 4.85 -2.26  -0.086
C -2.62 3.45 -0.39  -0.082
Si -1.17 2.04 -2.35  0.461
O -0.45 0.93 -1.48  -0.494
C -0.23 2.38 -3.98  -0.216
C -0.55 1.65 -5.13  -0.111
C 0.13 1.84 -6.33  -0.085
C 1.16 2.77 -6.40  -0.094
C 1.51 3.49 -5.27  -0.089
C 0.82 3.29 -4.08  -0.114
C -2.89 1.48 -2.95  -0.229
C -3.58 2.17 -3.95  -0.107
C -4.84 1.77 -4.36  -0.084
C -5.45 0.67 -3.76  -0.092
C -4.78 -0.03 -2.77  -0.083
C -3.52 0.38 -2.37  -0.099
H -0.35 4.86 0.10  0.087
H 0.68 4.14 -1.14  0.066
H 0.04 3.13 0.17  0.048
H -1.85 5.76 -1.67  0.084
H -2.68 4.68 -2.79  0.072
H -0.96 5.00 -3.00  0.064
H -2.80 4.36 0.20  0.090
H -2.43 2.63 0.30  0.043
H -3.53 3.22 -0.94  0.079
H -1.36 0.93 -5.10  0.100
H -0.15 1.27 -7.21  0.101
H 1.68 2.93 -7.33  0.099
H 2.32 4.21 -5.32  0.101
H 1.12 3.86 -3.21  0.086
H -3.11 3.01 -4.44  0.102
H -5.36 2.32 -5.13  0.101
H -6.44 0.37 -4.07  0.099
H -5.25 -0.89 -2.31  0.102
H -3.00 -0.17 -1.59  0.069

As for the molar mass: 909.2 g mol⁻¹. The value obtained for the total energy is -163223.646 eV. For the LUMO energy, the calculation gives -0.86 eV.


ORCA calculation (ωB97M-V/def2-TZVPD) on C43H56CrN6O as an isolated structure in a non-equilibrium geometry.

Last column: Löwdin charge in e.
CARTESIAN COORDINATES (ANGSTROEM)
Cr -0.30 -0.08 0.34  0.771
C 0.78 -0.77 2.15  -0.071
C -0.57 -0.96 2.53  -0.126
C -1.18 0.36 2.60  -0.085
C -0.20 1.26 2.14  -0.095
C 1.03 0.61 1.90  -0.257
C 2.34 1.39 1.87  -0.523
C 2.48 1.99 3.28  -0.028
C 3.58 0.52 1.62  -0.032
C 2.30 2.52 0.84  -0.019
C -2.44 0.92 3.30  -0.481
C -2.49 0.41 4.74  -0.031
C -2.30 2.45 3.42  -0.052
C -3.81 0.68 2.64  -0.049
C -1.03 -2.34 2.99  -0.506
C -0.70 -2.50 4.49  -0.021
C -2.51 -2.65 2.73  -0.024
C -0.24 -3.44 2.27  -0.048
H 1.52 -1.55 2.12  0.108
H -0.32 2.33 2.04  0.114
H 2.52 1.21 4.04  0.097
H 1.65 2.66 3.51  0.085
H 3.41 2.57 3.34  0.091
H 3.59 -0.37 2.24  0.091
H 4.47 1.10 1.87  0.093
H 3.68 0.23 0.58  0.066
H 1.49 3.23 1.05  0.089
H 2.16 2.13 -0.17  0.069
H 3.23 3.08 0.87  0.096
H -1.52 0.52 5.24  0.103
H -2.80 -0.62 4.82  0.062
H -3.22 1.00 5.30  0.094
H -1.38 2.74 3.93  0.096
H -3.14 2.84 4.00  0.095
H -2.33 2.95 2.45  0.074
H -4.04 -0.37 2.49  0.067
H -3.89 1.19 1.68  0.066
H -4.57 1.11 3.31  0.101
H -1.42 -2.00 5.14  0.063
H 0.29 -2.11 4.72  0.096
H -0.71 -3.57 4.75  0.091
H -3.18 -1.90 3.13  0.057
H -2.76 -3.61 3.18  0.099
H -2.69 -2.72 1.65  0.070
H 0.81 -3.44 2.54  0.090
H -0.34 -3.33 1.19  0.049
H -0.65 -4.41 2.54  0.098
N 2.81 3.74 -8.73  0.173
C 2.49 3.33 -7.71  -0.174
C 2.08 2.82 -6.43  -0.219
C 2.94 2.92 -5.34  -0.001
C 2.55 2.43 -4.11  -0.006
C 1.31 1.83 -3.95  -0.185
C 0.45 1.74 -5.04  -0.014
C 0.83 2.23 -6.28  -0.008
C 0.89 1.31 -2.63  -0.043
C 1.63 0.28 -2.08  -0.228
C 2.71 -0.42 -2.69  0.011
C 3.12 -1.39 -1.82  -0.031
C 2.27 -1.26 -0.69  -0.160
N 1.39 -0.28 -0.81  -0.001
C -0.21 1.93 -2.00  -0.247
C -0.85 3.11 -2.41  0.002
C -1.77 3.44 -1.42  -0.053
C -1.64 2.45 -0.44  -0.173
N -0.72 1.52 -0.78  -0.007
H 3.91 3.39 -5.46  0.127
H 3.22 2.51 -3.26  0.130
H -0.53 1.29 -4.92  0.121
H 0.17 2.15 -7.13  0.125
H 3.10 -0.22 -3.68  0.118
H 3.91 -2.10 -1.94  0.108
H 2.30 -1.86 0.21  0.114
H -0.65 3.66 -3.32  0.117
H -2.42 4.30 -1.38  0.105
H -2.19 2.35 0.49  0.095
C -2.17 -2.64 -4.24  0.006
N -1.47 -2.52 -2.98  -0.103
C -0.67 -3.48 -2.40  -0.021
C -0.21 -2.93 -1.24  -0.104
N -0.74 -1.66 -1.09  0.020
C -1.48 -1.46 -2.16  -0.136
H -1.47 -2.88 -5.04  0.100
H -2.65 -1.68 -4.47  0.093
H -2.94 -3.41 -4.19  0.098
H -0.49 -4.43 -2.86  0.131
H 0.48 -3.35 -0.54  0.101
H -2.00 -0.55 -2.40  0.136
O -2.68 -0.39 0.32  -0.032
C -3.70 -0.38 -0.39  -0.480
C -4.63 -1.57 -0.44  -0.074
C -6.09 -1.31 0.00  -0.155
C -6.47 0.15 0.18  -0.194
C -6.49 0.96 -1.12  -0.165
C -5.24 0.73 -1.97  -0.157
N -4.02 0.66 -1.18  0.110
H -4.17 -2.35 0.17  0.105
H -4.60 -1.94 -1.47  0.117
H -6.26 -1.83 0.95  0.113
H -6.77 -1.78 -0.72  0.117
H -5.79 0.62 0.88  0.087
H -7.46 0.21 0.64  0.120
H -6.59 2.02 -0.89  0.115
H -7.36 0.69 -1.72  0.118
H -5.11 1.53 -2.70  0.126
H -5.34 -0.20 -2.55  0.117
H -3.40 1.46 -1.14  0.106

Its spin multiplicity is 2. As for the molar mass: 725.0 g mol⁻¹. The value obtained for the total energy is -84905.626 eV. Its energy above the lowest of the compared OMol25 structures with the same formula, charge and spin is 6.7 kcal per mole. As for the charge: +1. For the LUMO energy (alpha / beta), the calculation gives -3.41 / -3.51 eV.


ORCA calculation (ωB97M-V/def2-TZVPD) on C43H57BF2N2O3P2SSiSn as an isolated structure.

Last column: Löwdin charge in e.
CARTESIAN COORDINATES (ANGSTROEM)
Sn 0.03 1.60 0.61  1.430
C 0.16 4.17 3.46  -0.086
O -0.78 3.42 2.71  -0.304
C -2.02 4.07 2.51  -0.198
C -3.10 3.03 2.31  -0.172
O -2.76 2.11 1.29  -0.256
C -3.48 2.13 0.07  -0.188
C -3.03 3.21 -0.89  -0.202
O -1.68 2.99 -1.24  -0.296
C -1.26 3.80 -2.34  -0.086
H 0.37 5.14 2.99  0.091
H 1.07 3.59 3.51  0.074
H -0.21 4.34 4.48  0.096
H -1.95 4.75 1.65  0.126
H -2.28 4.66 3.40  0.131
H -4.06 3.52 2.10  0.133
H -3.19 2.45 3.23  0.131
H -4.56 2.23 0.26  0.133
H -3.29 1.16 -0.38  0.109
H -3.14 4.21 -0.45  0.128
H -3.67 3.16 -1.78  0.133
H -1.36 4.86 -2.10  0.092
H -1.86 3.57 -3.23  0.096
H -0.21 3.58 -2.53  0.076
C -0.09 -7.28 -0.49  -0.413
S 0.39 -6.73 -2.14  0.782
C 1.37 -5.27 -1.68  -0.513
C 0.57 -4.13 -1.08  -0.238
C 1.40 -2.85 -1.06  -0.226
N 0.71 -1.68 -0.51  -0.201
P -0.04 -0.54 -1.47  0.965
C -1.13 -1.37 -2.72  -0.329
C -0.61 -2.13 -3.77  -0.090
C -1.46 -2.77 -4.66  -0.069
C -2.84 -2.65 -4.52  -0.081
C -3.36 -1.87 -3.49  -0.084
C -2.51 -1.24 -2.60  -0.101
C 1.22 0.05 -2.68  -0.349
C 0.75 0.94 -3.65  -0.111
C 1.61 1.48 -4.59  -0.083
C 2.95 1.14 -4.58  -0.095
C 3.43 0.27 -3.61  -0.081
C 2.57 -0.26 -2.65  -0.096
P -1.45 -1.44 1.49  1.081
C -1.95 -3.21 1.59  -0.385
C -1.34 -4.09 2.50  -0.089
C -1.74 -5.41 2.58  -0.086
C -2.75 -5.89 1.76  -0.113
C -3.36 -5.04 0.85  -0.093
C -2.96 -3.71 0.77  -0.107
C -1.50 -1.05 3.29  -0.394
C -0.37 -0.87 4.09  -0.087
C -0.50 -0.59 5.45  -0.084
C -1.75 -0.48 6.03  -0.101
C -2.89 -0.64 5.24  -0.096
C -2.76 -0.91 3.89  -0.113
H -0.60 -8.24 -0.61  0.029
H -0.77 -6.57 -0.03  0.004
H 0.79 -7.41 0.13  0.041
H 1.84 -4.96 -2.62  0.070
H 2.17 -5.60 -1.01  0.081
H 0.26 -4.37 -0.06  0.099
H -0.34 -3.97 -1.66  0.101
H 1.73 -2.62 -2.07  0.088
H 2.30 -3.02 -0.46  0.125
H 0.46 -2.21 -3.90  0.108
H -1.04 -3.36 -5.46  0.106
H -3.50 -3.15 -5.21  0.103
H -4.44 -1.76 -3.39  0.103
H -2.91 -0.63 -1.79  0.079
H -0.31 1.19 -3.67  0.103
H 1.23 2.17 -5.33  0.105
H 3.63 1.56 -5.32  0.102
H 4.49 0.01 -3.59  0.107
H 2.95 -0.93 -1.89  0.077
H -0.55 -3.72 3.14  0.106
H -1.26 -6.07 3.29  0.103
H -3.06 -6.93 1.83  0.102
H -4.15 -5.41 0.21  0.100
H -3.45 -3.05 0.06  0.088
H 0.62 -0.97 3.65  0.091
H 0.39 -0.46 6.05  0.101
H -1.84 -0.28 7.09  0.097
H -3.87 -0.55 5.69  0.098
H -3.65 -1.03 3.28  0.101
C 3.27 1.68 2.81  -0.173
Si 3.52 1.71 0.94  0.390
C 3.95 -0.06 0.46  -0.158
C 5.00 2.79 0.56  -0.168
N 2.04 2.33 0.26  -0.256
C 2.01 3.51 -0.50  -0.416
C 1.20 4.59 -0.08  -0.071
C 1.13 5.77 -0.80  -0.106
C 1.87 5.93 -1.97  -0.109
C 2.66 4.87 -2.40  -0.085
C 2.73 3.69 -1.69  -0.052
H 4.09 1.17 3.32  0.033
H 2.34 1.14 3.04  0.012
H 3.20 2.70 3.22  0.019
H 4.62 -0.48 1.21  0.042
H 4.45 -0.11 -0.51  0.021
H 3.05 -0.68 0.42  0.005
H 5.79 2.62 1.30  0.032
H 4.75 3.86 0.58  0.032
H 5.42 2.57 -0.43  0.026
H 0.66 4.48 0.86  0.070
H 0.52 6.59 -0.44  0.103
H 1.82 6.85 -2.53  0.097
H 3.24 4.98 -3.31  0.103
H 3.33 2.86 -2.05  0.102
F 1.15 -0.32 1.47  -0.179
B 0.50 -1.61 1.01  -1.146
F 1.17 -2.63 1.66  0.105

As for the molar mass: 939.6 g mol⁻¹. The value obtained for the total energy is -103877.255 eV. Its energy above the lowest of the compared OMol25 structures with the same formula, charge and spin is 0.0 kcal per mole. For the LUMO energy, the calculation gives 0.49 eV.


Question: Number 4 is which compound?
Answer: C43H57BF2N2O3P2SSiSn


Question: Which of these has the lowest molar mass?
Answer: C43H56CrN6O


Question: Among the records above, which one has the highest molar mass?
Answer: C43H56BrClN5O4P2W